[1]
{
  "formula": "C17H19ClN4O4S",
  "method": "ωB97M-V with the def2-TZVPD basis set",
  "lumo_energy_ev": 0.54,
  "orbital_gap_ev": 9.33,
  "total_charge": 0,
  "relative_energy_kj_mol": 59.7,
  "multiplicity": 1,
  "smiles": "O=C(COc1ccc(Cl)cc1)NCc1nnc(SCC(=O)N2CCCC2)o1",
  "species": ["O", "C", "N", "H", "C", "C", "N", "N", "C", "S", "C", "H", "H", "C", "O", "N", "C", "C", "H", "C", "C", "H", "H", "H", "H", "H", "H", "H", "O", "H", "H", "C", "O", "C", "C", "C", "C", "C", "C", "H", "H", "Cl", "H", "H", "H", "H"],
  "positions_angstrom": [[3.756068, 1.974875, 1.946912], [3.999979, 1.649084, 0.809348], [3.321697, 2.081753, -0.274307], [3.601825, 1.738135, -1.182437], [2.045967, 2.759419, -0.192698], [1.024376, 1.938914, -0.891987], [0.479510, 2.175786, -2.039649], [-0.333926, 1.141541, -2.322592], [-0.232836, 0.314862, -1.330285], [-1.038148, -1.203326, -1.154447], [-1.332194, -1.114053, 0.650785], [-1.860838, -2.026909, 0.913008], [-0.366510, -1.073517, 1.153180], [-2.119052, 0.155585, 0.947009], [-1.568576, 1.135870, 1.415988], [-3.418381, 0.140253, 0.623502], [-4.167142, -0.947207, 0.020699], [-5.594911, -0.407348, -0.075299], [-6.135708, -0.833966, -0.916808], [-5.385183, 1.099850, -0.204376], [-4.222894, 1.345691, 0.748614], [-3.616918, 2.217612, 0.496998], [-4.568232, 1.453737, 1.782994], [-6.268851, 1.674191, 0.062718], [-5.093301, 1.352494, -1.224034], [-6.142993, -0.628945, 0.841204], [-4.113218, -1.850655, 0.634353], [-3.766488, -1.177154, -0.972747], [0.627941, 0.749469, -0.386487], [1.800685, 2.862126, 0.868743], [2.089786, 3.741367, -0.670916], [5.127964, 0.680981, 0.424779], [4.717541, -0.202570, -0.597726], [3.705834, -1.082474, -0.320478], [3.121079, -1.254663, 0.929262], [2.120031, -2.196407, 1.099426], [1.692008, -2.955370, 0.024921], [2.252017, -2.776667, -1.231256], [3.255609, -1.845577, -1.398726], [3.711659, -1.695019, -2.364457], [1.902958, -3.359696, -2.068469], [0.446972, -4.135953, 0.249172], [1.680945, -2.339223, 2.074742], [3.424425, -0.667645, 1.780536], [5.966325, 1.243457, 0.004415], [5.473113, 0.147272, 1.316857]],
  "forces_ev_per_angstrom": [[0.002, 0.032, 0.412], [0.299, -0.209, -0.343], [-0.028, 0.152, -0.383], [-0.010, -0.061, 0.154], [-0.071, -0.065, 0.242], [-0.183, 0.227, -0.408], [1.096, 1.144, 0.444], [-0.974, -1.247, -0.013], [-0.029, 0.268, -0.264], [-0.013, -0.344, 0.120], [0.128, 0.274, -0.312], [0.009, -0.040, -0.020], [-0.178, -0.003, 0.053], [0.230, -0.376, 0.122], [0.126, 0.227, 0.185], [-0.363, 0.164, 0.002], [-0.063, -0.491, -0.203], [0.057, 0.035, -0.045], [-0.035, -0.073, 0.020], [0.045, -0.086, 0.143], [0.006, 0.440, 0.060], [-0.079, -0.055, 0.070], [0.010, 0.085, -0.057], [-0.022, 0.054, -0.036], [0.004, 0.040, -0.032], [-0.032, -0.027, 0.012], [-0.021, 0.003, -0.078], [-0.077, -0.027, 0.085], [0.190, 0.052, -0.046], [0.026, 0.090, -0.163], [-0.116, -0.123, 0.108], [0.040, 0.039, 0.301], [0.062, -0.121, -0.210], [-0.206, -0.219, -0.006], [0.298, 0.209, -0.097], [-0.113, -0.214, -0.189], [0.185, 0.171, 0.117], [0.022, 0.039, 0.092], [0.127, 0.160, 0.110], [0.050, 0.014, -0.120], [-0.039, -0.066, -0.065], [-0.156, -0.173, 0.043], [-0.054, -0.027, 0.077], [0.061, 0.084, 0.095], [-0.090, -0.064, 0.093], [-0.120, 0.106, -0.072]]
}

---

[2]
{
  "formula": "C17H19F3N4O3",
  "method": "ωB97M-V with the def2-TZVPD basis set",
  "lumo_energy_ev": 0.32,
  "orbital_gap_ev": 9.36,
  "total_charge": 0,
  "multiplicity": 1,
  "smiles": "C[C@@H]1CN(C(=O)[C@@](C)(O)C(F)(F)F)CCN1/C(=N/C#N)Oc1ccccc1",
  "species": ["N", "O", "F", "F", "F", "C", "N", "O", "O", "C", "C", "C", "C", "C", "C", "C", "C", "N", "N", "C", "C", "C", "C", "C", "C", "C", "C", "H", "H", "H", "H", "H", "H", "H", "H", "H", "H", "H", "H", "H", "H", "H", "H", "H", "H", "H"],
  "positions_angstrom": [[2.853565, -5.245299, 0.141727], [-0.664709, 1.636173, 3.096971], [-2.318195, 1.200298, -0.325187], [-2.992760, 0.901435, 1.727060], [-4.003864, 2.380604, 0.462510], [2.943238, -4.087563, 0.130242], [2.992464, -2.662874, 0.270785], [1.539051, -2.492270, -1.524696], [-1.307306, 3.846744, 0.318756], [-0.584061, 1.984646, 1.870171], [2.221371, -1.919016, -0.503797], [-2.445571, -3.560723, -1.419462], [-1.870485, -2.951068, -0.235447], [-1.768223, -3.519956, -2.679780], [-0.526335, -2.735331, -0.264092], [-0.392993, -3.209674, -2.583181], [0.209304, -2.765613, -1.412932], [0.582807, 1.537409, 1.125622], [2.135681, -0.517211, -0.195269], [1.674197, 0.853967, 1.885993], [2.750947, 0.080249, 1.007986], [-2.320964, 3.834516, 2.376447], [-2.804331, 1.849134, 0.760510], [2.148921, 0.836418, -2.180791], [0.875869, 1.717140, -0.307914], [-1.753736, 2.850509, 1.301144], [1.316814, 0.424200, -1.028975], [-2.030525, 4.343249, -0.042424], [-3.524870, -3.816130, -1.433264], [-2.595131, -2.758643, 0.578102], [-2.302558, -3.827915, -3.594411], [-0.146486, -2.452634, 0.658299], [0.239005, -3.257659, -3.450617], [2.182963, 1.528914, 2.481842], [1.288231, 0.053114, 2.645466], [3.352346, -0.585031, 1.687006], [3.528826, 0.741906, 0.655266], [-2.292854, 3.471466, 3.393438], [-1.728824, 4.802716, 2.399295], [-3.387154, 4.174546, 2.246340], [3.172052, 0.839181, -2.003101], [1.878879, 1.816851, -2.444143], [1.988776, 0.202477, -2.997300], [1.577395, 2.531033, -0.393933], [-0.105888, 2.050378, -0.814050], [0.415125, -0.124659, -1.386211]],
  "forces_ev_per_angstrom": [[0.313, 1.092, -0.062], [0.236, 1.459, -4.269], [-0.500, 0.430, 0.264], [-0.288, 0.702, -0.884], [0.806, -0.139, -0.054], [-0.581, 2.450, 0.038], [-0.682, -1.633, -1.072], [1.031, 1.295, 0.094], [1.251, -2.463, -0.288], [2.631, -2.108, 2.981], [0.982, 0.607, 2.901], [-0.547, 1.977, -0.510], [-2.568, -2.381, -2.738], [0.468, -0.689, 2.698], [-0.256, 1.048, 0.850], [-0.726, 0.367, -1.015], [-1.410, -1.236, -1.139], [-1.684, 0.142, 1.005], [-0.875, -2.764, -0.144], [-1.310, -3.356, -0.157], [-0.415, 0.362, 0.288], [-0.555, 0.866, 1.009], [0.365, -0.810, 0.748], [-0.910, 0.175, -0.524], [-2.645, -0.024, 0.581], [-0.231, 2.810, -0.160], [0.015, -1.062, 0.798], [-0.877, 0.189, -0.012], [0.805, 0.178, 0.170], [1.163, -0.274, -0.131], [0.713, 0.160, 0.534], [1.335, 0.791, 1.489], [0.131, 0.060, -0.372], [1.058, 1.635, 1.176], [0.042, 1.558, -1.573], [-1.219, -0.004, -0.956], [0.096, 0.699, -0.247], [0.114, -0.526, 0.140], [-0.380, -1.435, -0.331], [0.955, -0.705, -0.518], [1.903, 0.001, 0.754], [-0.358, 1.385, -0.814], [-0.220, -0.947, -1.405], [0.546, 0.130, -0.322], [1.740, -0.386, 0.701], [0.538, 0.371, 0.478]]
}

---

[3]
{
  "formula": "C17H19FN4O3S",
  "method": "ωB97M-V with the def2-TZVPD basis set",
  "lumo_energy_ev": 0.41,
  "orbital_gap_ev": 9.46,
  "total_charge": 0,
  "relative_energy_kj_mol": 125.3,
  "multiplicity": 1,
  "smiles": "O=C(NCc1nnc(SCC(=O)N2CCCCC2)o1)c1ccc(F)cc1",
  "species": ["O", "C", "N", "H", "C", "C", "N", "N", "C", "O", "S", "C", "C", "O", "N", "C", "H", "C", "C", "C", "C", "H", "H", "H", "H", "H", "H", "H", "H", "H", "H", "H", "H", "H", "C", "C", "C", "C", "C", "C", "H", "H", "F", "H", "H"],
  "positions_angstrom": [[-4.433102, 2.322207, 1.255657], [-4.334036, 1.187962, 0.834559], [-3.168420, 0.488901, 0.887425], [-3.105242, -0.408625, 0.433612], [-1.920504, 1.148406, 1.166930], [-1.035505, 1.095324, -0.024030], [-1.228690, 0.403676, -1.100200], [-0.158718, 0.594892, -1.899893], [0.630452, 1.398125, -1.264557], [0.129490, 1.770181, -0.064151], [2.164862, 1.999491, -1.785657], [2.976948, 2.047407, -0.141705], [2.912946, 0.673998, 0.519328], [2.182611, 0.505737, 1.480496], [3.641508, -0.314850, -0.023815], [4.577353, -0.218599, -1.121188], [4.510890, 0.749534, -1.612227], [5.999109, -0.473827, -0.615297], [6.073240, -1.843839, 0.053801], [5.030200, -1.932506, 1.164858], [3.642782, -1.621922, 0.606558], [2.895800, -1.610982, 1.401399], [3.361180, -2.370308, -0.142171], [5.026837, -2.928940, 1.607485], [5.266835, -1.211778, 1.950171], [7.071578, -2.008917, 0.461557], [5.880604, -2.620829, -0.689521], [6.695351, -0.418532, -1.452760], [6.269427, 0.300589, 0.106025], [4.310485, -0.985273, -1.858174], [3.992713, 2.397467, -0.310985], [2.440623, 2.757676, 0.487189], [-2.147920, 2.187778, 1.431233], [-1.400904, 0.680580, 2.013596], [-5.488395, 0.427840, 0.274163], [-5.343032, -0.442679, -0.802888], [-6.445020, -1.100743, -1.317729], [-7.684261, -0.880814, -0.742155], [-7.857657, -0.007944, 0.317690], [-6.751159, 0.652593, 0.815380], [-6.848249, 1.351991, 1.631345], [-8.841674, 0.147114, 0.730672], [-8.756481, -1.530200, -1.236751], [-6.356194, -1.773030, -2.156390], [-4.378678, -0.584328, -1.268866]],
  "forces_ev_per_angstrom": [[-0.118, 0.250, 0.072], [0.017, -0.216, 0.070], [0.381, -0.192, -0.079], [-0.126, 0.063, 0.028], [0.067, 0.250, 0.355], [-0.202, -0.310, -0.521], [-1.192, 0.014, 1.039], [1.405, 0.286, -0.596], [-0.205, -0.281, -0.194], [-0.221, 0.094, 0.051], [0.261, 0.349, 0.032], [-0.380, -0.088, -0.175], [-0.067, 0.418, 0.000], [-0.075, 0.067, 0.285], [0.108, -0.391, -0.091], [0.423, 0.236, -0.075], [-0.036, -0.118, 0.015], [-0.121, -0.215, -0.200], [0.069, 0.217, 0.239], [-0.074, -0.134, -0.267], [-0.099, -0.173, 0.471], [0.064, -0.050, -0.187], [-0.016, 0.002, 0.020], [-0.003, -0.012, 0.071], [-0.020, 0.001, 0.074], [0.027, -0.071, -0.058], [0.032, -0.067, -0.047], [0.049, 0.052, -0.020], [0.024, 0.079, -0.007], [-0.005, 0.105, -0.046], [0.011, 0.024, -0.050], [0.168, -0.144, -0.005], [0.085, -0.204, 0.004], [-0.071, 0.136, -0.083], [-0.191, 0.042, -0.138], [-0.079, 0.114, 0.204], [-0.256, -0.096, -0.016], [0.165, 0.057, 0.015], [-0.057, -0.130, -0.127], [0.188, -0.023, -0.063], [-0.015, 0.074, 0.059], [-0.101, -0.006, 0.030], [0.091, 0.063, 0.042], [-0.019, -0.058, -0.083], [0.112, -0.017, -0.049]]
}

---

[4]
{
  "formula": "C17H19N",
  "method": "ωB97M-V with the def2-TZVPD basis set",
  "lumo_energy_ev": 0.86,
  "orbital_gap_ev": 8.54,
  "total_charge": 0,
  "relative_energy_kj_mol": 208.0,
  "multiplicity": 1,
  "smiles": "CCc1c[nH]c2ccccc12.Cc1ccccc1",
  "species": ["C", "C", "C", "C", "C", "C", "C", "C", "C", "C", "N", "H", "H", "H", "H", "H", "H", "H", "H", "H", "H", "H", "C", "C", "C", "C", "C", "C", "C", "H", "H", "H", "H", "H", "H", "H", "H"],
  "positions_angstrom": [[4.182168, -1.358578, -0.539619], [4.776457, -1.291854, 0.938139], [2.725065, -1.632798, -0.372670], [1.816154, -2.571497, -0.748242], [1.967952, -0.610652, 0.405700], [0.586710, -1.073974, 0.395411], [2.178962, 0.605134, 1.005125], [-0.457534, -0.489432, 1.055512], [1.219911, 1.017739, 1.925784], [-0.094523, 0.617123, 1.876033], [0.538490, -2.266672, -0.296781], [4.478641, -0.510015, -1.154067], [4.624594, -2.203610, -1.097803], [5.839736, -1.405523, 0.823443], [1.795212, -3.243961, -1.602616], [-0.362647, -2.652742, -0.501229], [3.137503, 1.065858, 0.820707], [-1.539880, -0.562795, 0.916482], [1.499439, 1.697894, 2.728563], [-0.861848, 1.011224, 2.562181], [4.371033, -2.141714, 1.516921], [4.722428, -0.379770, 1.514438], [-2.964967, -0.862596, -1.555780], [-3.258024, 3.126364, -0.026132], [-4.119101, 2.132844, 0.423937], [-2.398538, 2.909065, -1.083362], [-4.005036, 0.832981, -0.082766], [-2.251561, 1.617506, -1.607825], [-3.071027, 0.598618, -1.101338], [-3.441136, 4.178229, 0.245904], [-4.662130, 2.267847, 1.361979], [-1.724927, 3.665959, -1.438467], [-4.697853, 0.126610, 0.386593], [-1.521443, 1.361394, -2.349057], [-2.671183, -0.777372, -2.599246], [-4.007243, -1.187504, -1.665491], [-2.349852, -1.609330, -1.080362]],
  "forces_ev_per_angstrom": [[0.431, -1.478, 0.981], [0.506, -0.904, -1.336], [-1.074, 2.668, 0.472], [-0.758, 0.039, -1.495], [-2.614, -2.020, -1.354], [1.022, -1.099, -0.053], [0.827, -0.804, 0.630], [-0.442, 2.904, 1.014], [0.395, 1.642, 0.375], [-0.803, -1.889, 0.026], [0.453, 1.247, 0.467], [-0.539, 0.447, 0.217], [0.132, 0.116, 0.554], [0.685, -0.461, 0.126], [0.819, -0.447, 0.586], [0.337, -0.638, -0.359], [0.119, 0.349, 0.690], [0.486, -0.965, -0.110], [0.004, 0.443, -0.533], [0.589, 0.031, -0.464], [0.253, 0.514, -0.206], [-0.810, 0.336, -0.199], [-1.239, 1.455, -1.963], [-1.156, 1.426, -0.681], [1.002, -0.726, 0.836], [0.710, -1.300, -0.235], [-0.098, 1.706, 0.274], [-1.158, -0.159, 1.157], [0.139, -1.546, 0.950], [0.374, -0.633, 0.434], [-0.366, 0.266, -0.581], [-0.050, 0.456, -0.096], [0.621, -0.357, -0.617], [0.269, 0.094, -0.324], [0.494, -0.438, -0.227], [0.273, -0.491, 0.435], [0.168, 0.217, 0.608]]
}